[1]
Computed, not measured: a structure of composition H2NO3S, with ωB97M-V/def2-TZVPD.

Structure (ORCA input):
```
! RIJCOSX wB97M-V def2-TZVPD def2/J DEFGRID3
* xyz -1 1
N 0.4158 0.6752 0.5524
O -1.6698 -0.4998 -1.2120
O 0.2195 -1.8825 -0.7328
O 0.9281 1.8257 1.0772
S -0.2324 -0.6094 -1.3203
H 0.9254 -0.0829 1.1845
H -0.5865 0.5738 0.4510
*
```

Computed properties:
- Molar mass: 96.087 g/mol
- Relative energy (zero: lowest compared OMol25 entry of this formula, charge and spin): 3.909 eV
- Kohn-Sham gap (alpha / beta): 6.4 / 6.4 eV

[2]
Computed, not measured: a structure of composition C33H40FN6O10PSbScSe4, with ωB97M-V/def2-TZVPD.

Structure (ORCA input):
```
! RIJCOSX wB97M-V def2-TZVPD def2/J DEFGRID3
* xyz 0 1
Sc 0.9632 -0.3946 -1.6359
O 2.3447 3.7449 -0.1170
C 2.1072 2.6306 -0.7434
O 1.0258 2.1284 -0.9623
C 3.3394 1.9078 -1.2128
C 4.6380 2.1923 -0.8136
C 5.6527 1.3952 -1.3128
C 5.3535 0.3845 -2.2240
C 4.0236 0.1882 -2.5491
N 3.0443 0.9073 -2.0188
C 3.4602 -0.8365 -3.4740
O 4.2505 -1.4431 -4.3526
O 2.2859 -1.1080 -3.4295
H 1.5616 3.9183 0.5126
H 4.8092 2.9750 -0.0877
H 6.6734 1.5506 -0.9910
H 6.1398 -0.2455 -2.6215
H 5.1389 -1.0646 -4.3322
C -2.1552 5.8363 0.0374
C -3.2224 4.9686 -0.6107
N -2.8159 3.5619 -0.6910
C -2.1712 3.1433 -1.7963
C -1.5527 1.9338 -1.9200
C -0.7797 1.6466 -3.1887
O -1.0414 2.2928 -4.1899
O 0.0944 0.6997 -3.1129
C -1.5777 1.0512 -0.8136
O -0.9122 -0.0158 -0.7493
C -2.4078 1.4253 0.3086
C -2.5245 0.5407 1.3872
C -3.0976 0.9720 2.5381
F -3.2255 0.1213 3.5749
C -3.4846 2.3108 2.7156
C -3.4515 3.1563 1.6314
C -2.9351 2.7161 0.3992
N -3.6166 2.8754 4.0323
C -4.5694 2.2270 4.9218
C -4.5752 2.9415 6.2603
N -3.1880 2.9091 6.8407
C -2.2136 3.6030 5.9144
C -2.2595 2.8732 4.6091
H -2.5011 6.8694 0.0904
H -1.2356 5.8062 -0.5474
H -1.9050 5.4899 1.0401
H -3.4154 5.2943 -1.6321
H -4.1718 5.0197 -0.0787
H -2.1197 3.8415 -2.6221
H -2.0912 -0.4451 1.3306
H -3.7028 4.1917 1.8019
H -4.3467 1.1671 5.0972
H -5.5734 2.2886 4.4986
H -5.2494 2.4612 6.9669
H -4.8361 3.9934 6.1516
H -2.8775 1.9369 6.9282
H -3.1732 3.3229 7.7708
H -1.2205 3.5354 6.3555
H -2.5378 4.6412 5.8449
H -1.8544 1.8587 4.7453
H -1.5678 3.3512 3.9070
Se 3.7611 2.1563 3.1220
Sb 1.4812 1.4583 2.6974
Se 1.8849 -0.3133 0.8636
Se 0.2481 0.1983 4.4026
Se 0.1232 3.4380 2.0094
O 3.4273 -5.9219 -6.4531
C 2.4581 -6.3571 -5.5161
N 2.5870 -5.5082 -4.3644
C 2.7185 -6.0049 -3.1048
O 2.6450 -7.1929 -2.8447
C 2.9471 -4.9880 -2.0290
C 3.6135 -5.3683 -0.8687
C 3.8135 -4.4193 0.1137
C 3.3199 -3.1330 -0.0766
N 2.6433 -2.7681 -1.1683
C 2.4769 -3.6882 -2.1219
H 3.1453 -6.1808 -7.3348
H 2.6338 -7.3814 -5.1870
H 1.4536 -6.2804 -5.9450
H 2.7892 -4.5378 -4.5447
H 3.9574 -6.3892 -0.7660
H 4.3375 -4.6578 1.0287
H 3.4444 -2.3638 0.6774
H 1.8970 -3.3677 -2.9784
C -0.9439 -4.7433 -1.8166
P -0.9992 -3.0597 -1.1942
C -0.5479 -3.1324 0.5317
C -2.7147 -2.5452 -1.3023
O -0.0857 -2.1874 -2.0294
H -1.6383 -5.3798 -1.2677
H 0.0665 -5.1378 -1.7044
H -1.2088 -4.7443 -2.8740
H -1.2510 -3.7673 1.0737
H -0.5195 -2.1296 0.9604
H 0.4601 -3.5437 0.6207
H -3.3591 -3.2494 -0.7752
H -3.0052 -2.4987 -2.3520
H -2.8098 -1.5550 -0.8640
*
```

Computed properties:
- Molar mass: 1213.243 g/mol
- Relative energy (zero: lowest compared OMol25 entry of this formula, charge and spin): 1.547 eV
- Kohn-Sham gap: 5.0 eV

[3]
Computed, not measured: a structure of composition C14H37IrN2O6P, with ωB97M-V/def2-TZVPD.

Structure (ORCA input):
```
! RIJCOSX wB97M-V def2-TZVPD def2/J DEFGRID3
* xyz 3 1
Ir 0.9594 0.4696 0.4271
C 3.4432 -0.0743 -1.9026
O 3.0930 0.6680 -0.7424
C 3.6169 1.9939 -0.7526
C 3.1765 2.6955 0.5310
O 1.7539 2.7430 0.6494
C 1.1089 3.7361 -0.1566
C -0.3139 3.2625 -0.4560
O -0.3203 1.9898 -1.0989
C -0.1493 2.0466 -2.5172
H 4.5242 -0.2506 -1.9278
H 3.1603 0.4483 -2.8201
H 2.9275 -1.0301 -1.8451
H 3.2603 2.5282 -1.6428
H 4.7125 1.9599 -0.7977
H 3.5982 3.7061 0.5747
H 3.5282 2.1314 1.3999
H 1.6663 3.9103 -1.0798
H 1.0617 4.6803 0.3989
H -0.8260 4.0010 -1.0805
H -0.8592 3.1306 0.4837
H -0.8800 2.7332 -2.9521
H -0.3218 1.0418 -2.9014
H 0.8490 2.3849 -2.7973
N 1.0349 0.6854 2.8145
C 1.8914 -0.3552 3.4100
C 1.7171 -1.6616 2.6433
N 2.0807 -1.4331 1.2399
H 1.3404 1.6073 3.1256
H 0.0740 0.5698 3.1358
H 1.6478 -0.5171 4.4654
H 2.9306 -0.0269 3.3485
H 0.6781 -1.9942 2.6839
H 2.3401 -2.4400 3.0977
H 1.8797 -2.2630 0.6868
H 3.0825 -1.2572 1.1704
C -3.6082 -3.0053 1.8352
C -2.7700 -1.7442 1.9342
O -1.6997 -1.7737 0.9800
P -1.1951 -0.6486 -0.0518
O -2.4654 -0.3018 -0.9345
C -3.5096 0.6810 -0.9306
C -4.4902 0.3003 -2.0183
O -0.2893 -1.4817 -1.0411
C -0.7037 -2.6132 -1.8800
C -0.6471 -3.9163 -1.1240
H -4.2712 -3.0533 2.6979
H -2.9833 -3.8959 1.8316
H -4.2175 -3.0158 0.9318
H -2.3134 -1.6862 2.9273
H -3.3942 -0.8594 1.7869
H -3.0670 1.6631 -1.1203
H -4.0102 0.7096 0.0435
H -4.0025 0.2617 -2.9909
H -5.2951 1.0281 -2.0606
H -4.9166 -0.6833 -1.8271
H 0.0071 -2.5972 -2.7109
H -1.7093 -2.4284 -2.2594
H 0.3445 -4.0973 -0.7157
H -0.8895 -4.7320 -1.8031
H -1.3731 -3.9295 -0.3135
*
```

Computed properties:
- Molar mass: 552.649 g/mol
- Relative energy (zero: lowest compared OMol25 entry of this formula, charge and spin): 4.114 eV
- Kohn-Sham gap (alpha / beta): 7.5 / 7.3 eV

[4]
Computed, not measured: a cluster of 2 separate species, C3H9NO2 in total, with ωB97M-V/def2-TZVPD.

Structure (ORCA input):
```
! RIJCOSX wB97M-V def2-TZVPD def2/J DEFGRID3
* xyz 0 1
C -1.1724 1.3681 -0.6832
C -0.1162 1.4956 -1.6768
O -0.1718 2.2359 -2.6200
O 0.9519 0.9154 -1.0661
H -1.9004 2.1566 -0.8448
H -0.9160 1.2495 0.4083
H -1.8498 0.3740 -0.6495
H 2.0358 0.9196 -1.3544
C 0.2355 -1.5525 1.7600
N 0.6882 -1.6579 0.3481
H 1.0663 -1.7867 2.4088
H -0.4922 -2.4419 2.0664
H -0.3973 -0.7293 1.9085
H 0.3485 -0.8526 -0.2214
H 1.6899 -1.6940 0.2161
*
```

Computed properties:
- Molar mass: 91.110 g/mol
- SMILES: CC(=O)O.CN
- Relative energy (zero: lowest compared OMol25 entry of this formula, charge and spin): 2.711 eV
- Kohn-Sham gap: 9.1 eV

[5]
Computed, not measured: a cluster of 3 separate species, H6O3 in total, with ωB97M-V/def2-TZVPD.

Structure (ORCA input):
```
! RIJCOSX wB97M-V def2-TZVPD def2/J DEFGRID3
* xyz 1 2
O 0.5539 -16.2205 -24.5530
H 0.6175 -15.5121 -23.9124
H 0.4634 -17.0139 -24.0251
O -1.0637 -14.8358 -27.1472
H -0.7146 -15.0017 -26.2714
H -0.3418 -15.0506 -27.7379
O -1.2856 -17.9039 -25.9195
H -1.7841 -18.0468 -25.1150
H -0.6877 -17.1872 -25.7073
*
```

Computed properties:
- Molar mass: 54.045 g/mol
- Relative energy (zero: lowest compared OMol25 entry of this formula, charge and spin): 0.716 eV
- Kohn-Sham gap (alpha / beta): 13.4 / 4.8 eV

[6]
Computed, not measured: a structure of composition C4H6N2OS, with ωB97M-V/def2-TZVPD.

Structure (ORCA input):
```
! RIJCOSX wB97M-V def2-TZVPD def2/J DEFGRID3
* xyz 0 1
C -1.7643 1.9647 -0.7541
C 1.7117 0.5570 -0.7871
C -0.3794 -0.8448 0.9156
C -1.1168 1.2527 0.2806
N -2.3223 2.4721 -1.6199
N -1.1309 -0.0618 0.1506
O 2.5737 -1.0291 1.0023
S 1.7161 -0.9542 -0.1428
H 1.2534 0.8229 -1.7531
H 2.3107 1.5194 -0.4904
H 0.2162 -0.3833 1.8237
H -0.7629 -1.8815 0.9992
H -0.6370 1.6737 1.0594
H -1.7133 -0.3709 -0.5790
*
```

Computed properties:
- Molar mass: 130.172 g/mol
- Relative energy (zero: lowest compared OMol25 entry of this formula, charge and spin): 5.937 eV
- Kohn-Sham gap (alpha / beta): 7.2 / 7.2 eV